Record 1
{"formula": "C59H55Cl2N5P3SiTi", "method": "the ωB97M-V functional and the def2-TZVPD basis", "multiplicity": 2, "max_force_ha_per_bohr": 0.0187, "homo_lumo_gap_ha": [0.26323, 0.22281], "total_charge": 2, "homo_energy_ev": [-12.4, -12.6], "symbols": ["Ti", "C", "C", "C", "C", "C", "C", "P", "C", "C", "C", "C", "C", "C", "C", "C", "C", "C", "C", "C", "Si", "C", "C", "C", "C", "C", "C", "P", "C", "C", "C", "C", "C", "C", "C", "C", "C", "C", "C", "C", "C", "C", "C", "C", "C", "C", "P", "C", "C", "C", "C", "C", "C", "C", "C", "C", "C", "C", "C", "H", "H", "H", "H", "H", "H", "H", "H", "H", "H", "H", "H", "H", "H", "H", "H", "H", "H", "H", "H", "H", "H", "H", "H", "H", "H", "H", "H", "H", "H", "H", "H", "H", "H", "H", "H", "H", "H", "H", "H", "H", "H", "C", "N", "C", "C", "N", "N", "C", "N", "N", "H", "H", "H", "H", "H", "H", "H", "H", "H", "H", "H", "Cl", "C", "Cl", "H", "H"], "positions_angstrom": [[0.93458, -0.68436, -0.39247], [-2.39906, 2.52357, -4.76688], [-2.67153, 1.18623, -4.49983], [-2.61415, 0.71275, -3.19877], [-2.30423, 1.56794, -2.13716], [-2.03632, 2.90508, -2.41475], [-2.07743, 3.37805, -3.72201], [-2.38522, 0.81813, -0.47283], [-4.19965, 0.73075, -0.22904], [-5.12639, 0.92458, -1.24956], [-6.48530, 0.77914, -1.00145], [-6.93446, 0.43672, 0.26461], [-6.01637, 0.25356, 1.29064], [-4.66134, 0.40030, 1.04479], [-1.93353, 2.16074, 0.67639], [-2.63294, 3.36555, 0.67658], [-2.21317, 4.42966, 1.46168], [-1.08369, 4.29102, 2.25358], [-0.41204, 3.07637, 2.30185], [-0.84695, 1.97531, 1.55078], [-0.09075, 0.27045, 1.96149], [-1.50699, -0.88319, 2.40022], [-2.20433, -0.63271, 3.58164], [-3.25631, -1.44424, 3.98989], [-3.64048, -2.51393, 3.20165], [-2.96259, -2.77554, 2.01785], [-1.90180, -1.97453, 1.60602], [-0.99987, -2.47677, 0.08025], [-2.25022, -2.67047, -1.24741], [-1.80187, -3.09756, -2.50470], [-2.67392, -3.24007, -3.57206], [-4.02259, -2.94946, -3.40484], [-4.48004, -2.52146, -2.16951], [-3.60354, -2.38390, -1.09861], [-0.52670, -4.20965, 0.48336], [-0.34825, -5.18193, -0.50008], [0.05140, -6.46782, -0.16494], [0.28023, -6.80585, 1.15842], [0.10823, -5.84784, 2.14638], [-0.28600, -4.56264, 1.81371], [1.28788, 0.70726, 3.15467], [0.95976, 1.03464, 4.47218], [1.91870, 1.48614, 5.36641], [3.22636, 1.65341, 4.93937], [3.57116, 1.32665, 3.63714], [2.62379, 0.83493, 2.74102], [3.18499, 0.23231, 1.08558], [4.38085, 1.48970, 0.49893], [5.68122, 1.55253, 1.00689], [6.56223, 2.53204, 0.57664], [6.16907, 3.45866, -0.37907], [4.89136, 3.39044, -0.91208], [4.01032, 2.41082, -0.47722], [4.31694, -1.13748, 1.51974], [4.24167, -1.78994, 2.74916], [5.10493, -2.83462, 3.04385], [6.05075, -3.24218, 2.11497], [6.13775, -2.59396, 0.89105], [5.27992, -1.54576, 0.59573], [-2.46524, 2.90183, -5.77904], [-2.94361, 0.51457, -5.30465], [-2.83404, -0.33249, -2.99953], [-1.81318, 3.59720, -1.61209], [-1.89393, 4.42779, -3.91805], [-4.80409, 1.19651, -2.24725], [-7.19414, 0.94269, -1.80283], [-7.99347, 0.32415, 0.45426], [-6.35613, 0.00111, 2.28688], [-3.96094, 0.26367, 1.85440], [-3.51072, 3.47461, 0.04944], [-2.76023, 5.36323, 1.44630], [-0.73652, 5.11904, 2.85804], [0.44542, 2.98813, 2.95595], [-1.93998, 0.21794, 4.19936], [-3.77153, -1.23624, 4.91859], [-4.45802, -3.15366, 3.50617], [-3.25072, -3.63596, 1.42535], [-0.75787, -3.35969, -2.64870], [-2.30833, -3.59521, -4.52757], [-4.71135, -3.06776, -4.23068], [-5.52783, -2.29127, -2.02691], [-3.98902, -2.03019, -0.15208], [-0.53870, -4.97181, -1.54010], [0.17403, -7.20659, -0.94560], [0.58699, -7.80966, 1.41957], [0.28027, -6.09899, 3.18452], [-0.40688, -3.83467, 2.60378], [-0.06454, 0.95247, 4.81527], [1.64112, 1.71938, 6.38577], [3.98096, 2.02664, 5.61867], [4.60014, 1.44259, 3.32825], [6.02368, 0.81910, 1.72486], [7.56440, 2.56345, 0.98290], [6.86107, 4.21904, -0.71521], [4.58528, 4.09486, -1.67570], [3.02754, 2.35009, -0.92015], [3.50847, -1.48819, 3.48507], [5.03743, -3.32806, 4.00432], [6.72582, -4.05470, 2.34818], [6.88282, -2.89576, 0.16692], [5.38411, -1.03055, -0.34947], [1.01175, 4.18630, -0.88490], [1.09764, 3.37259, -2.09576], [1.40739, 4.02408, -3.36546], [0.95560, 2.03987, -2.00746], [0.89545, 1.38498, -0.88258], [0.92518, 1.35949, -3.20550], [0.47585, 0.07398, -3.37181], [0.34949, -0.31513, -4.65106], [0.19421, -0.68602, -2.36343], [0.83639, 5.21728, -1.17854], [1.93029, 4.13897, -0.29359], [0.16535, 3.87329, -0.27235], [1.58155, 5.07825, -3.17703], [0.57569, 3.94697, -4.07084], [2.32000, 3.61957, -3.80975], [0.91300, 2.01949, -0.09377], [1.04148, 1.90627, -4.04150], [0.46670, 0.31626, -5.42345], [0.07442, -1.25779, -4.86235], [-0.23362, -1.54966, -2.66873], [1.25194, -1.88214, 1.71200], [2.19935, -2.21234, -1.13944], [3.17286, -0.95884, -2.00338], [1.83032, -2.91389, -1.88385], [2.85908, -2.70803, -0.43257]], "forces_ev_per_angstrom": [[0.9, 0.0, -0.4], [0.0, 0.0, 0.0], [0.0, 0.0, 0.0], [0.1, -0.1, 0.0], [0.0, 0.1, 0.0], [0.0, 0.0, 0.0], [0.0, 0.0, 0.0], [0.1, -0.2, 0.1], [0.0, 0.0, -0.1], [0.0, 0.0, -0.1], [0.0, 0.0, 0.0], [0.0, 0.0, 0.0], [0.0, 0.0, 0.0], [-0.1, 0.0, 0.0], [0.0, 0.0, 0.1], [0.0, 0.0, 0.0], [0.0, 0.0, 0.0], [0.0, 0.0, 0.0], [0.0, 0.0, 0.0], [0.0, 0.0, -0.1], [-0.1, 0.0, 0.2], [0.0, 0.1, 0.0], [0.0, 0.1, 0.0], [0.0, 0.0, 0.0], [0.0, 0.0, 0.0], [0.0, 0.0, 0.0], [0.0, -0.1, 0.0], [-0.3, 0.1, 0.0], [0.0, 0.0, 0.0], [0.0, 0.0, 0.0], [0.0, 0.0, 0.0], [0.0, 0.0, 0.0], [0.0, 0.0, 0.0], [0.0, 0.1, 0.0], [0.1, 0.1, 0.0], [0.0, 0.0, 0.0], [0.0, 0.0, 0.0], [0.0, 0.0, 0.0], [0.0, 0.0, 0.0], [-0.1, 0.0, 0.0], [0.0, 0.0, 0.1], [0.0, 0.0, 0.0], [0.0, 0.0, 0.0], [0.0, 0.0, 0.0], [0.0, 0.0, 0.0], [0.0, 0.0, 0.0], [-0.1, 0.1, 0.2], [0.0, 0.0, 0.0], [0.0, 0.0, 0.0], [0.0, 0.0, 0.0], [0.0, 0.0, 0.0], [0.0, 0.0, 0.0], [-0.1, 0.0, 0.0], [0.0, 0.0, 0.0], [0.0, 0.0, 0.0], [0.0, 0.0, 0.0], [0.0, 0.0, 0.0], [0.0, 0.0, 0.0], [0.0, 0.0, 0.0], [0.0, 0.0, 0.0], [0.0, 0.0, 0.0], [0.0, 0.0, 0.0], [0.0, 0.0, -0.1], [0.0, 0.0, 0.0], [-0.1, 0.0, 0.1], [0.0, 0.0, 0.0], [0.0, 0.0, 0.0], [0.0, 0.0, 0.0], [0.1, 0.0, 0.1], [0.0, 0.0, 0.0], [0.0, 0.0, 0.0], [0.0, 0.0, 0.0], [0.0, 0.0, 0.0], [0.0, 0.0, 0.0], [0.0, 0.0, 0.0], [0.0, 0.0, 0.0], [0.0, 0.0, 0.0], [0.0, 0.0, 0.0], [0.0, 0.0, 0.0], [0.0, 0.0, 0.0], [0.0, 0.0, 0.0], [0.0, 0.0, 0.0], [0.0, 0.0, 0.0], [0.0, 0.0, 0.0], [0.0, 0.0, 0.0], [0.0, 0.0, 0.0], [0.0, 0.0, 0.0], [0.0, 0.0, 0.0], [0.0, 0.0, 0.0], [0.0, 0.0, 0.0], [0.0, 0.0, 0.0], [0.0, 0.0, 0.0], [0.0, 0.0, 0.0], [0.0, 0.0, 0.0], [0.0, 0.0, 0.0], [0.2, 0.0, 0.0], [0.0, 0.0, 0.0], [0.0, 0.0, 0.0], [0.0, 0.0, 0.0], [0.0, 0.0, 0.0], [0.0, 0.0, 0.0], [0.0, 0.0, 0.0], [0.1, 0.0, 0.0], [0.0, 0.0, 0.0], [0.1, 0.0, 0.0], [-0.2, 0.0, -0.1], [0.1, 0.0, 0.0], [-0.1, 0.0, 0.0], [0.1, 0.0, 0.0], [0.0, -0.1, 0.1], [0.0, 0.0, 0.0], [0.0, 0.0, 0.0], [0.0, 0.0, 0.0], [0.0, 0.0, 0.0], [0.0, 0.0, 0.0], [0.0, 0.0, 0.0], [0.0, 0.0, 0.0], [0.0, 0.0, 0.0], [0.0, 0.0, 0.0], [0.0, 0.0, 0.0], [-0.1, 0.0, 0.0], [0.0, 0.0, 0.0], [0.0, 0.0, 0.0], [-0.1, 0.0, 0.1], [0.0, 0.0, 0.0], [0.0, 0.0, 0.0]]}

=====

Record 2
{"formula": "C4H5N3O", "method": "the ωB97M-V functional and the def2-TZVPD basis", "max_force_ha_per_bohr": 0.1650, "smiles": "[H]/N=c1/cccnn1O", "homo_lumo_gap_ha": 0.31576, "homo_energy_ev": -8.4, "symbols": ["C", "C", "C", "C", "H", "H", "H", "H", "H", "N", "N", "N", "O"], "positions_angstrom": [[0.29793, 0.33035, -1.57805], [-0.94480, -0.40420, -1.36849], [-1.14222, -0.83597, -0.21875], [-0.31883, -0.36525, 0.87365], [2.26651, 1.35840, 1.03452], [0.40252, 0.83955, -2.64909], [-1.83632, -0.21367, -2.15103], [-2.11520, -1.17212, -0.01972], [0.09900, -0.11984, 2.63059], [0.87991, 0.16290, 0.55540], [1.15522, 0.66744, -0.63599], [-0.66032, -0.62491, 2.04139], [1.91661, 0.37732, 1.48557]], "forces_ev_per_angstrom": [[0.6, 2.5, -2.5], [0.2, 3.8, -7.6], [-1.4, -0.7, 4.7], [-0.1, -2.2, 0.2], [-1.1, -4.0, 2.2], [0.3, -1.1, 2.6], [2.5, -1.2, 1.5], [-0.9, -0.9, 1.1], [-1.8, -1.3, -0.5], [1.8, 0.6, -1.3], [-1.2, -0.9, -2.1], [1.0, 1.3, 3.9], [0.1, 4.2, -2.4]]}